Molecular formula: C25H24F5NSeSiTcTe
Method: DFT, ωB97M-V with the def2-TZVPD basis set

```
59
Properties=species:S:1:pos:R:3:mulliken_spin:R:1
C -2.19186 0.18214 2.80231 0.000
Se -1.83569 -1.81611 -2.85892 -0.008
C 2.27187 1.80307 -0.16080 0.009
C 5.85497 -0.99605 0.81755 0.000
F -3.17996 0.71666 -1.54763 0.008
C 2.89273 4.52763 0.10098 0.000
C -1.16213 1.21097 0.76042 0.008
H -2.47399 2.21090 2.09490 0.000
F -5.70219 1.10547 -0.74258 0.000
C -5.36212 -0.06373 -1.28339 -0.002
H 4.73693 0.79707 0.51320 0.000
H -1.34221 0.48463 3.42099 0.000
H 6.73526 -2.93627 1.05320 0.000
H 0.59519 -1.66568 0.85363 -0.003
H 3.20938 4.49332 -2.01831 0.000
N -0.77713 -0.18088 0.25759 -0.010
C -4.06707 -0.29769 -1.70672 0.013
C 3.53411 -0.93998 0.13340 -0.002
H -1.46053 -2.15562 0.31818 -0.005
C -4.62266 -2.48278 -2.38110 0.004
H -0.29487 1.61074 1.28643 0.004
C 4.68185 -3.05641 0.44514 0.000
C -2.36978 1.20391 1.68707 -0.003
H 2.65212 -2.88508 -0.16984 0.000
H 4.66657 -4.13766 0.42316 0.000
C -1.94992 -1.22294 2.22624 0.003
H 6.75917 -0.46836 1.08836 0.000
H -1.07576 -1.68191 2.68869 0.000
C -5.93458 -2.28756 -1.97216 -0.001
H 0.64086 -0.23783 1.85926 -0.001
H -3.28604 1.01021 1.12384 -0.001
C 4.70914 -0.28577 0.49035 0.001
C 2.54572 3.78470 1.21996 0.001
H 1.23700 -1.66688 -1.95808 0.005
H -3.06343 0.18539 3.45818 0.000
C 2.94129 3.91765 -1.14314 -0.007
H 2.66162 2.11949 -2.25121 0.001
C 3.54460 -2.33849 0.11616 0.001
H -2.72890 -0.95777 0.23740 0.000
H 1.99588 1.87465 1.97734 0.000
F -4.30488 -3.67136 -2.90056 0.000
C 1.23246 -0.56673 -1.95277 -0.008
H 2.51283 4.25236 2.19474 0.000
C -3.65566 -1.49621 -2.25963 -0.025
H -2.78908 -1.88628 2.44723 -0.001
C 5.84283 -2.38111 0.79748 0.000
C -1.78122 -1.19058 0.71584 0.000
C 2.24488 2.43835 1.08359 -0.005
C -6.30695 -1.07152 -1.41826 -0.001
C 2.63480 2.57128 -1.26733 -0.002
F -6.83263 -3.26076 -2.10021 0.000
Tc -0.73831 0.07991 -1.93737 0.827
Si 1.96174 -0.03843 -0.33372 0.014
H -1.33144 1.86524 -0.09687 0.007
H 3.12712 5.57914 0.19906 0.000
C 0.56406 -0.57306 0.82226 -0.009
Te -0.59003 1.99112 -3.40758 0.198
H 1.78138 -0.24486 -2.83590 -0.013
F -7.55733 -0.87365 -1.01001 0.000
```

## Properties
E_tot = -4560.82605 hartree
energy relative to the best compared isomer or geometry (same formula, charge and spin) = 6.3 kJ/mol
multiplicity = 2
strongest force on any atom = 0.67 eV/Å
E_HOMO (spin up / spin down) = -7.30 / -7.61 eV